No. 1
Density functional theory data (the ωB97M-V functional and the def2-TZVPD basis) for one molecule with the formula C10H7F3I2O2.

Last column: Löwdin charge in e.
Geometry (Å):
C: 3.2781 -0.2416 0.3122  -0.239
C: 1.8597 -0.7786 0.2495  -0.783
I: 1.9715 -2.9474 0.2962  0.856
C: 0.9666 -0.3744 -0.9619  -0.735
I: 1.7641 1.1179 -2.2837  0.962
C: -0.4603 -0.1219 -0.5317  -0.126
C: -1.0145 0.9018 0.1471  0.022
C: -0.2808 2.1330 0.6359  -0.608
F: -0.3225 3.1328 -0.2384  0.152
F: 1.0158 1.8743 0.8808  0.117
F: -0.7943 2.5715 1.7779  0.173
C: -2.4965 0.9036 0.4098  -0.316
O: -3.1262 1.9347 0.5226  0.143
C: -3.1596 -0.4263 0.4863  0.043
C: -2.6279 -1.4591 -0.1744  0.038
C: -1.3844 -1.2585 -0.9527  -0.322
O: -1.0940 -1.9755 -1.8892  0.109
H: 3.8669 -0.5689 -0.5473  0.062
H: 3.7677 -0.6143 1.2153  0.070
H: 3.2828 0.8488 0.3490  0.050
H: 1.3264 -0.5451 1.1679  0.064
H: 0.9001 -1.2219 -1.6391  0.012
H: -4.1138 -0.4638 1.0009  0.128
H: -3.1249 -2.4210 -0.2330  0.128

HOMO energy = -9.680 eV
charge = 0
E_LUMO = -0.06962 Eh



No. 2
Density functional theory data (the ωB97M-V functional and the def2-TZVPD basis) for one molecule with the formula C10H7F3O.

Last column: Löwdin charge in e.
Geometry (Å):
C: -1.9725 2.0029 0.2778  -0.074
C: -1.3679 1.7351 1.5267  -0.097
C: -1.5896 1.2864 -0.8116  -0.012
C: -0.2654 0.9774 1.6509  0.003
C: -0.6152 0.2539 -0.5903  -0.174
C: 0.0868 0.0660 0.5632  -0.130
C: -0.4963 -0.6654 -1.7528  -0.199
C: -0.5818 -1.9232 -1.9673  0.175
C: 1.1359 -0.8298 0.7216  -0.103
C: 2.2465 -1.0769 -0.2787  -0.571
O: 1.6702 -1.2698 1.9391  0.072
F: 3.4897 -1.0538 0.1498  0.173
F: 2.0829 -2.3827 -0.7291  0.082
F: 2.2693 -0.2748 -1.3355  0.157
H: -2.7383 2.7973 0.3830  0.115
H: -1.7221 2.4780 2.3457  0.138
H: -1.9009 1.3593 -1.7533  0.066
H: 0.2868 0.9982 2.4976  0.081
H: -0.3171 0.1249 -2.6362  0.163
H: -0.7891 -2.7395 -2.5871  0.028
H: 1.0880 -1.8635 2.3866  0.107

HOMO energy (alpha / beta) = -8.400 / -7.791 eV
charge = 0
ΔE to the lowest compared entry with this formula, charge and spin = 112.1 kcal per mole
E_LUMO (alpha / beta) = -0.03115 / -0.00698 Eh



No. 3
Density functional theory data (the ωB97M-V functional and the def2-TZVPD basis) for C10H7F5O8PdS2 as an isolated structure.

Last column: Mulliken spin population.
Geometry (Å):
Pd: -0.0476 0.1229 0.0843  1.457
O: 2.9334 -0.6320 2.7685  0.012
S: 1.7399 -0.3470 2.0472  -0.011
O: 0.9720 -1.4957 1.5477  0.060
O: 1.8671 0.6345 0.9400  0.108
C: 0.6220 0.4250 3.2401  0.122
C: 0.4436 -0.3622 4.3593  -0.025
C: -0.3302 0.0649 5.4324  0.158
C: -0.9374 1.3175 5.4105  -0.021
C: -0.7831 2.1220 4.3100  0.088
C: -0.0687 1.6658 3.1740  0.147
S: -0.1319 2.8796 1.8506  0.008
O: -1.0881 3.8839 2.1900  0.007
O: 1.2766 3.1904 2.2728  0.522
O: -0.2733 2.3652 0.5039  0.031
H: 0.9435 -1.3207 4.4030  0.003
H: -0.4334 -0.5732 6.3000  0.005
H: -1.5202 1.6610 6.2534  0.001
H: -1.2422 3.0978 4.2610  -0.001
C: -4.0182 -0.3099 0.1286  0.003
C: -2.5304 -0.2009 0.1218  -0.003
O: -1.8887 -0.0205 1.2049  0.232
O: -1.8740 -0.2666 -0.9542  0.130
H: -4.3664 -0.6848 1.0876  0.003
H: -4.3437 -0.9551 -0.6838  0.002
H: -4.4352 0.6854 -0.0307  0.000
F: -0.2488 -2.3506 -2.5792  0.060
C: 0.1673 -2.6744 -1.3729  0.770
F: 1.4523 -2.9558 -1.3559  0.061
C: -0.7036 -3.7054 -0.6780  0.050
F: -1.9500 -3.2479 -0.5512  -0.001
F: -0.2169 -3.9916 0.5210  0.000
F: -0.7562 -4.8422 -1.3956  0.023

HOMO energy (alpha / beta) = -9.751 / -10.724 eV
charge = 0
spin multiplicity = 5
E_LUMO (alpha / beta) = -0.01975 / -0.15983 Eh



No. 4
Density functional theory data (the ωB97M-V functional and the def2-TZVPD basis) for C10H7N3O4S7Ti as an isolated structure.

Last column: Löwdin charge in e.
Geometry (Å):
Ti: 0.8685 1.5229 -0.8750  0.425
O: -0.8197 0.9678 -0.3089  -0.305
C: -1.5538 -0.0984 -0.1593  -0.315
C: -2.8109 -0.2008 -0.7690  0.007
C: -3.5736 -1.3383 -0.5909  -0.109
C: -3.1111 -2.3923 0.1966  -0.129
C: -1.8758 -2.2838 0.8153  -0.057
C: -1.0875 -1.1466 0.6575  -0.073
C: 0.1906 -0.9651 1.3563  -0.278
N: 1.0438 0.0297 1.2153  0.014
C: 2.0640 -0.2080 2.1010  -0.159
C: 1.8307 -1.3561 2.7862  -0.088
N: 0.6297 -1.8342 2.3064  0.096
H: -3.1421 0.6351 -1.3700  0.119
H: -4.5402 -1.4116 -1.0762  0.090
H: -3.7079 -3.2867 0.3250  0.081
H: -1.5265 -3.1101 1.4258  0.092
H: 2.9029 0.4631 2.1589  0.076
H: 2.3996 -1.8759 3.5350  0.094
H: 0.1681 -2.6772 2.5855  0.128
S: -0.3705 3.7897 -1.6095  -0.010
S: -1.8929 3.9692 -0.3012  -0.161
S: -0.8421 3.6027 1.5929  -0.142
S: 1.0557 3.2159 0.9933  -0.056
S: 4.9269 -0.9911 -0.7559  0.329
C: 3.5234 -0.0812 -0.8406  -1.788
S: 2.0434 -0.6617 -1.5204  0.549
S: 3.3808 1.5412 -0.2824  0.467
O: 1.1381 1.4892 -4.6463  0.075
N: 0.9549 1.5358 -3.4595  -0.571
O: 1.7406 2.1443 -2.6430  -0.257
O: -0.0071 1.0125 -2.8432  -0.145

HOMO energy = -0.893 eV
charge = -2
ΔE to the lowest compared entry with this formula, charge and spin = 24.4 kcal per mole
E_LUMO = 0.16754 Eh



No. 5
Density functional theory data (the ωB97M-V functional and the def2-TZVPD basis) for one molecule with the formula C10H7NO.

Last column: Löwdin charge in e.
Geometry (Å):
O: -3.3475 -1.2335 -0.2897  0.050
C: -2.1836 -1.2971 0.2199  -0.124
C: -1.3234 -0.1290 0.1288  -0.226
N: -1.8345 1.0177 0.0711  0.128
C: -1.1115 2.1205 0.0190  -0.140
C: 0.2823 2.1088 0.0002  -0.018
C: 0.9906 0.8669 0.0035  -0.144
C: 2.4284 0.7128 -0.0043  -0.023
C: 3.0197 -0.4801 -0.0807  -0.101
C: 2.2188 -1.6280 -0.0318  -0.080
C: 0.8235 -1.5437 -0.0138  -0.024
C: 0.1426 -0.2765 -0.0036  -0.072
H: -1.6739 -2.0479 0.6175  0.061
H: -1.3822 3.2004 -0.0954  0.114
H: 0.8810 3.2104 -0.1750  0.178
H: 3.0115 1.4949 -0.1127  0.062
H: 4.0135 -0.7423 0.1334  0.094
H: 2.8752 -2.6613 0.0138  0.159
H: 0.1723 -2.4381 0.0162  0.106

HOMO energy = -8.916 eV
charge = 0
ΔE to the lowest compared entry with this formula, charge and spin = 57.9 kcal per mole
E_LUMO = -0.02636 Eh



No. 6
Density functional theory data (the ωB97M-V functional and the def2-TZVPD basis) for one molecule with the formula C10H8.

Last column: Löwdin charge in e.
Geometry (Å):
C: -0.4746 1.3193 -2.3431  -0.069
C: -0.8093 1.5187 -0.8638  -0.114
C: 0.0233 1.0490 0.0125  0.006
C: 0.6328 0.2208 0.7599  -0.118
C: 1.6864 -0.4741 1.5621  0.011
C: 0.4944 -1.2663 1.1018  -0.387
C: -0.4754 -2.0168 1.9168  -0.052
C: -0.7679 -2.9318 0.6654  0.005
C: -0.3572 -3.1476 -0.6347  0.010
C: 0.1898 -2.0134 -0.1507  -0.028
H: -0.5047 2.3708 -2.8325  0.104
H: -1.1752 0.7057 -2.8400  0.056
H: 0.5249 1.0181 -2.4371  0.053
H: -1.6924 1.8826 -0.4651  0.082
H: 2.6744 -0.8419 1.1276  0.143
H: 1.6039 -0.4722 2.6247  0.104
H: -1.2237 -1.3425 2.2594  0.126
H: -0.2465 -2.6372 2.6597  0.070

HOMO energy = -7.591 eV
charge = 0
ΔE to the lowest compared entry with this formula, charge and spin = 210.9 kcal per mole
E_LUMO = 0.02208 Eh



No. 7
Density functional theory data (the ωB97M-V functional and the def2-TZVPD basis) for C10H8AsF22NaO2 as an isolated structure.

Last column: Löwdin charge in e.
Geometry (Å):
Na: 0.7594 16.6977 0.5382  0.688
As: 0.8989 12.7911 0.0989  0.916
F: 2.6115 12.2853 -0.0635  -0.285
F: 1.3615 14.3563 0.7648  -0.282
F: -0.8687 13.2258 -0.0559  -0.308
F: 0.4865 11.3348 -0.9138  -0.309
F: 0.7553 11.9319 1.6186  -0.243
F: 1.0969 13.5117 -1.5686  -0.328
C: 4.3903 15.5300 1.5954  -0.034
C: 4.2749 16.1465 0.1878  -0.399
C: 5.0329 15.2349 -0.8824  -0.222
F: 6.4012 15.2178 -0.7132  0.063
F: 4.6362 13.9120 -0.9003  0.070
F: 2.9925 16.2801 -0.2060  0.091
F: 4.8440 17.3767 0.2813  0.116
O: 3.6693 16.2470 2.6060  0.005
C: 3.2210 15.6559 3.7978  -0.568
C: 2.4094 16.7109 4.6195  -0.299
F: 1.4120 17.2807 3.9201  0.080
F: 1.8801 16.3070 5.7614  0.136
F: 2.5024 14.5866 3.4600  0.162
F: 4.2123 15.2085 4.4864  0.215
H: 5.4230 15.6436 1.9250  0.151
H: 4.1122 14.4762 1.6147  0.146
H: 4.9100 15.5560 -1.9167  0.168
H: 3.0350 17.5728 4.8518  0.172
C: 0.0258 21.4698 2.8269  -0.064
C: -0.7221 20.4535 3.7411  -0.442
C: -1.7954 19.6517 2.9280  -0.288
F: -2.5468 20.5054 2.2204  0.108
F: -1.2972 18.7496 2.0449  0.079
F: 0.0473 19.5647 4.3576  0.140
F: -1.3574 21.1779 4.6951  0.125
O: 0.5722 20.9555 1.6483  0.038
C: 1.9552 20.9322 1.5769  -0.556
C: 2.3580 20.1624 0.3456  -0.279
F: 3.6675 20.0869 0.1278  0.135
F: 1.7821 18.9333 0.3395  0.091
F: 2.3340 22.1695 1.4640  0.205
F: 2.4948 20.4355 2.7338  0.147
H: 0.7302 22.0362 3.4362  0.150
H: -0.6524 22.2736 2.5404  0.151
H: -2.4348 19.0911 3.6099  0.173
H: 2.0666 20.7432 -0.5295  0.184

HOMO energy = -11.282 eV
charge = 0
ΔE to the lowest compared entry with this formula, charge and spin = 73.0 kcal per mole
E_LUMO = -0.03101 Eh



No. 8
Density functional theory data (the ωB97M-V functional and the def2-TZVPD basis) for C10H8AsF22NaO2 as an isolated structure.

Last column: Löwdin charge in e.
Geometry (Å):
Na: 17.9997 -5.4466 -8.3106  0.727
As: 14.8746 -3.2348 -9.8812  0.697
F: 14.1613 -3.2459 -8.3212  -0.233
F: 15.8436 -1.8908 -9.4074  -0.242
F: 15.7304 -3.3139 -11.3790  -0.240
F: 13.9837 -4.6545 -10.2972  -0.236
F: 13.6754 -2.2210 -10.5429  -0.215
F: 16.1394 -4.3299 -9.2457  -0.304
C: 22.0075 -7.8632 -3.8113  -0.030
C: 21.1621 -7.0586 -2.8450  -0.456
C: 19.8321 -7.7306 -2.5177  -0.315
F: 19.9877 -9.0206 -2.1971  0.119
F: 19.2136 -7.0148 -1.5432  0.095
F: 21.8762 -6.8570 -1.7134  0.133
F: 20.8682 -5.8349 -3.3546  0.123
O: 21.2178 -8.1647 -4.9675  0.043
C: 21.8177 -7.9040 -6.1442  -0.570
C: 20.7974 -8.2761 -7.2228  -0.276
F: 19.8067 -7.3324 -7.2045  0.073
F: 21.3358 -8.3038 -8.4449  0.126
F: 22.2209 -6.6241 -6.2361  0.162
F: 22.9215 -8.6737 -6.2979  0.154
H: 22.2633 -8.7948 -3.3037  0.153
H: 22.9249 -7.3303 -4.0477  0.154
H: 19.1484 -7.6371 -3.3681  0.172
H: 20.3514 -9.2379 -6.9687  0.178
C: 16.0689 -6.6541 -10.8880  -0.048
C: 15.9344 -7.5080 -12.1391  -0.416
C: 14.7796 -7.0829 -13.0355  -0.309
F: 13.6009 -7.3897 -12.4915  0.125
F: 14.8715 -5.7361 -13.1949  0.101
F: 17.0704 -7.5351 -12.8634  0.131
F: 15.6978 -8.8265 -11.7936  0.091
O: 16.9364 -7.1849 -9.8789  0.015
C: 16.5603 -8.2113 -9.0662  -0.540
C: 17.4129 -9.4660 -9.3177  -0.269
F: 18.7211 -9.1315 -9.2321  0.097
F: 17.1186 -10.3780 -8.3708  0.113
F: 16.8593 -7.7750 -7.7944  0.113
F: 15.2623 -8.4663 -9.1064  0.202
H: 15.0836 -6.4631 -10.4584  0.128
H: 16.3943 -5.6639 -11.2053  0.129
H: 14.8631 -7.5627 -14.0143  0.176
H: 17.2134 -9.8667 -10.3096  0.168

HOMO energy = -12.285 eV
charge = 0
ΔE to the lowest compared entry with this formula, charge and spin = 23.9 kcal per mole
E_LUMO = -0.03833 Eh



No. 9
Density functional theory data (the ωB97M-V functional and the def2-TZVPD basis) for C10H8AuN2OS2 as an isolated structure.

Last column: Löwdin charge in e.
Geometry (Å):
Au: -0.0934 -0.6642 -2.8663  0.748
S: 2.0430 -0.9320 -2.0161  0.548
C: 1.4949 -0.8660 -0.3409  -1.096
N: 0.2426 -0.7081 -0.0339  -0.017
C: 0.0822 -0.6751 1.3431  -0.322
C: -1.1307 -0.5189 2.0139  -0.020
C: -1.1228 -0.5072 3.3921  -0.071
C: 0.0709 -0.6514 4.1112  -0.071
C: 1.2792 -0.8113 3.4634  -0.078
C: 1.2703 -0.8183 2.0723  -0.466
S: 2.6085 -0.9828 0.9789  1.062
H: -2.0496 -0.4178 1.4534  0.112
H: -2.0530 -0.3887 3.9306  0.109
H: 0.0461 -0.6371 5.1920  0.111
H: 2.1989 -0.9269 4.0195  0.115
C: 1.1874 2.1690 -2.5420  -0.028
C: -0.1449 1.5201 -2.5066  -0.348
O: -1.2369 1.8361 -2.3285  0.192
H: 1.0155 3.2458 -2.5237  0.115
H: 1.7309 1.8512 -3.4277  0.096
H: 1.7350 1.8242 -1.6644  0.082
N: -3.1123 -0.6282 -3.8795  0.223
C: -1.9862 -0.7185 -3.6799  -0.130
H: -4.0756 -0.5938 -4.1610  0.132

HOMO energy (alpha / beta) = -11.253 / -11.253 eV
charge = +1
ΔE to the lowest compared entry with this formula, charge and spin = 21.6 kcal per mole
E_LUMO (alpha / beta) = -0.20324 / -0.20322 Eh



Repeat the ninth record exactly.
Density functional theory data (the ωB97M-V functional and the def2-TZVPD basis) for C10H8AuN2OS2 as an isolated structure.

Last column: Löwdin charge in e.
Geometry (Å):
Au: -0.0934 -0.6642 -2.8663  0.748
S: 2.0430 -0.9320 -2.0161  0.548
C: 1.4949 -0.8660 -0.3409  -1.096
N: 0.2426 -0.7081 -0.0339  -0.017
C: 0.0822 -0.6751 1.3431  -0.322
C: -1.1307 -0.5189 2.0139  -0.020
C: -1.1228 -0.5072 3.3921  -0.071
C: 0.0709 -0.6514 4.1112  -0.071
C: 1.2792 -0.8113 3.4634  -0.078
C: 1.2703 -0.8183 2.0723  -0.466
S: 2.6085 -0.9828 0.9789  1.062
H: -2.0496 -0.4178 1.4534  0.112
H: -2.0530 -0.3887 3.9306  0.109
H: 0.0461 -0.6371 5.1920  0.111
H: 2.1989 -0.9269 4.0195  0.115
C: 1.1874 2.1690 -2.5420  -0.028
C: -0.1449 1.5201 -2.5066  -0.348
O: -1.2369 1.8361 -2.3285  0.192
H: 1.0155 3.2458 -2.5237  0.115
H: 1.7309 1.8512 -3.4277  0.096
H: 1.7350 1.8242 -1.6644  0.082
N: -3.1123 -0.6282 -3.8795  0.223
C: -1.9862 -0.7185 -3.6799  -0.130
H: -4.0756 -0.5938 -4.1610  0.132

HOMO energy (alpha / beta) = -11.253 / -11.253 eV
charge = +1
ΔE to the lowest compared entry with this formula, charge and spin = 21.6 kcal per mole
E_LUMO (alpha / beta) = -0.20324 / -0.20322 Eh